Version one
23
Properties=species:S:1:pos:R:3 method="wB97M-V/def2-TZVPD" total_charge=0 e_lumo_ev="0.29 / 0.71" homo_lumo_gap_ev="7.8512 / 7.8918"
C 0.6011 -1.9926 0.0498
C -2.6688 -0.3384 -0.2296
C 0.4069 1.7506 0.3861
C 2.6088 0.5572 0.1583
C -1.9736 -0.9335 0.9109
C 1.1220 0.4056 0.5173
C 0.5000 -0.6694 -0.3344
N 0.7289 -3.1021 0.3578
N -0.0598 -0.3587 -1.5611
H -3.4697 -0.9778 -0.6013
H -3.0623 0.6541 -0.0049
H -1.9559 -0.2133 -1.0837
H 0.7945 2.4442 1.1285
H 0.5698 2.1942 -0.5951
H -0.6615 1.6352 0.5441
H 2.7279 0.8852 -0.8738
H 3.0761 1.2941 0.8076
H 3.1265 -0.3913 0.2818
H -1.9298 -1.9991 1.0210
H -1.6511 -0.3334 1.7390
H 1.0641 0.0751 1.5596
H -0.0986 -1.1185 -2.2252
H 0.2043 0.5327 -1.9528



Version two
23
Properties=species:S:1:pos:R:3 method="wB97M-V/def2-TZVPD" total_charge=0 e_lumo_ev=0.84 homo_lumo_gap_ev=7.4700
C 0.6781 -1.7316 1.3372
C 1.8443 0.7626 0.4905
C 0.5197 -2.8562 0.3498
C -0.6914 -0.0571 0.3475
C -0.6732 1.7057 -0.8917
C 0.5472 0.0788 0.4205
N -1.8954 -0.6341 0.2709
N -0.6655 2.9890 -0.3846
C -0.7802 1.4151 -2.1943
H -2.4001 -0.3993 -0.5774
H -2.4553 -0.5616 1.1102
H -0.9274 3.7458 -1.0156
H -1.0376 3.0965 0.5475
H 1.7023 -1.6181 1.6901
H 0.0150 -1.7909 2.1983
H 2.5824 0.2210 -0.1067
H 1.7600 1.7810 0.1100
H 2.2006 0.7884 1.5233
H -0.7375 0.3874 -2.5456
H -1.0227 2.1657 -2.9522
H 0.8726 -3.8112 0.7622
H -0.5281 -3.0061 0.0742
H 1.0922 -2.6708 -0.5641



Which structure loses on stability? version two does.



Version one
23
Properties=species:S:1:pos:R:3 method="wB97M-V/def2-TZVPD" total_charge=0 e_lumo_ev=0.82 homo_lumo_gap_ev=9.4805
C -3.7087 -0.5118 1.1766
C -2.5054 -0.5331 0.2837
C -1.9954 0.4386 -0.5068
N -1.1467 -0.1599 -1.4447
C -1.1247 -1.5175 -1.1186
N -1.9699 -1.7257 -0.1539
H -3.8394 0.4510 1.6699
H -3.5699 -1.2460 2.0043
H -4.6353 -0.8267 0.6960
H -1.9495 1.5048 -0.4533
H -0.8491 0.3988 -2.2243
H -0.3355 -2.2183 -1.3989
C 2.2745 1.3758 1.0984
C 1.9422 0.2618 0.1068
C 3.1526 -0.0879 -0.8120
H 1.8666 2.3173 0.7222
H 3.3334 1.4633 1.2535
H 1.9867 1.1947 2.1892
H 1.7093 -0.6533 0.6335
H 1.0905 0.5530 -0.5344
H 3.5160 -1.0902 -0.6146
H 2.7790 -0.0035 -1.8587
H 3.9788 0.6148 -0.7140



Version two
23
Properties=species:S:1:pos:R:3 method="wB97M-V/def2-TZVPD" total_charge=0 e_lumo_ev=0.86 homo_lumo_gap_ev=9.3779
C 2.2970 0.9157 1.0687
C 0.9788 1.3585 0.4430
C 0.9323 1.1881 -1.0346
C 0.1424 0.2944 -1.7447
N 0.4084 0.6134 -3.0629
C 1.4521 1.4851 -3.0891
N 1.6833 1.9483 -1.8803
H 3.0181 1.7356 1.1229
H 2.6852 0.0373 0.5445
H 2.2868 0.6367 2.1311
H 0.1698 0.7578 0.8693
H 0.7989 2.3898 0.7575
H -0.5833 -0.4877 -1.6059
H 0.1448 0.1269 -3.8946
H 1.9838 1.6704 -4.0071
C -2.2044 -1.8454 2.3765
C -2.3726 -1.7952 0.8823
H -1.7799 -2.7181 2.8629
H -1.5800 -1.0616 2.8471
H -3.1411 -1.6407 2.9200
H -1.4292 -1.8115 0.3330
H -3.0480 -1.0348 0.4999
H -2.8434 -2.7629 0.6605



Version three
23
Properties=species:S:1:pos:R:3 method="wB97M-V/def2-TZVPD" total_charge=0 e_lumo_ev="0.03 / 0.03" homo_lumo_gap_ev="7.8246 / 7.8252"
C 0.1840 -0.9516 -0.0133
C -0.4913 -1.5493 -1.2483
C 1.6045 -0.5163 -0.2241
C 0.0932 -1.9155 1.1694
N -0.5768 1.2726 -0.8372
C -0.2948 0.4991 0.3549
C -0.1780 2.5791 -1.0123
C -1.0284 0.7592 1.5078
N 0.5878 3.3015 -0.3091
H -1.3563 0.9567 -1.3981
H 0.8919 2.8475 0.5521
H -0.5373 2.9935 -1.9539
H -0.2805 -0.9685 -2.1454
H -0.1100 -2.5565 -1.4189
H 1.0990 0.6933 0.5778
H 1.8277 0.0319 -1.1310
H 2.3988 -1.1254 0.1886
H 0.6348 -2.8323 0.9279
H -0.9440 -2.1614 1.3965
H 0.5473 -1.4956 2.0668
H -1.5717 -1.6100 -1.1035
H -1.3938 -0.0173 2.1597
H -1.1059 1.7652 1.8935



Version four
23
Properties=species:S:1:pos:R:3 method="wB97M-V/def2-TZVPD" total_charge=0 e_lumo_ev="0.86 / 0.86" homo_lumo_gap_ev="8.8383 / 8.8375"
C 0.1726 2.7798 0.9634
C -0.0086 1.5605 0.8331
C -0.3841 -2.0249 0.0886
C 1.2214 -0.8334 1.5556
C 1.4347 -0.6254 -1.0229
C -0.4625 0.4043 0.1806
C 0.5059 -0.7559 0.1377
N -2.3298 1.3888 -1.3484
N -1.0267 1.0288 -1.5126
H 0.5577 3.7115 1.1028
H 0.1769 -2.7692 -0.3245
H -0.7432 -2.3000 1.0732
H -1.2467 -1.8107 -0.4799
H 1.8730 0.0081 1.6755
H 1.8706 -1.7955 1.5427
H 0.5355 -1.0509 2.3478
H 2.4481 -0.0940 -0.7794
H 1.7806 -1.5225 -1.4368
H 0.8824 -0.0673 -1.7037
H -1.4723 0.1053 0.3958
H -2.9469 0.5843 -1.0689
H -2.4024 2.1800 -0.6784
H -0.4364 1.8984 -1.5416



Which structure loses on stability? version four does.



Version one
23
Properties=species:S:1:pos:R:3 method="wB97M-V/def2-TZVPD" total_charge=0 e_lumo_ev=0.88 homo_lumo_gap_ev=9.5787
C 3.2970 0.9278 0.1291
C 2.4383 -0.2497 0.4647
C 2.6892 -1.5405 0.1333
N 1.6493 -2.2660 0.7128
C 0.8399 -1.3793 1.2968
N 1.2284 -0.1350 1.1273
H 3.4473 1.0047 -0.9442
H 4.2083 0.8960 0.7351
H 2.9152 1.8882 0.4858
H 3.5580 -2.0969 -0.1747
H 1.5077 -3.2556 0.6685
H -0.0008 -1.6283 1.9279
C -2.2183 0.2224 -1.7536
C -2.0647 0.4946 -0.2710
C -3.1883 1.4016 0.3110
H -2.3959 1.1308 -2.3164
H -2.9871 -0.4884 -1.8966
H -1.3550 -0.2950 -2.1801
H -1.9783 -0.3912 0.3541
H -1.1076 0.9965 -0.0984
H -2.8447 2.3221 0.7689
H -3.8567 1.5531 -0.5391
H -3.7812 0.8882 1.0587



Version two
23
Properties=species:S:1:pos:R:3 method="wB97M-V/def2-TZVPD" total_charge=0 e_lumo_ev=0.73 homo_lumo_gap_ev=9.3120
C -0.5127 1.7814 -1.0388
C -0.0431 0.7605 -0.0260
C -0.6003 1.0672 1.4003
C -0.6016 -0.6530 -0.5511
C 0.6335 -1.7688 -0.4605
C 1.5037 -0.8099 0.4288
C 1.4654 0.3974 -0.3911
H -0.1534 1.5010 -2.0239
H -0.0373 2.6924 -0.7918
H -1.5352 1.8859 -0.9473
H 0.2151 1.7880 2.0871
H -1.7390 1.6733 1.2562
H -0.7334 -0.0307 1.9882
H -1.0109 -0.5738 -1.5614
H -1.4391 -2.5700 0.0059
H -2.9599 -1.1972 0.0815
H 1.1895 -2.1396 -1.4275
H 0.0565 -2.5615 0.3300
H 1.0131 -0.6140 1.3288
H 2.6798 0.3708 1.2634
H 1.6557 0.2612 -1.5213
N -1.7923 -1.2886 0.3213
N 2.7458 0.0280 0.2492



Which structure loses on stability? version two does.



Version one
16
Properties=species:S:1:pos:R:3 method="wB97M-V/def2-TZVPD" total_charge=0 e_lumo_ev=0.38 homo_lumo_gap_ev=8.4806
C -1.7722 0.4549 1.6024
S -0.7289 1.8717 1.1999
C -1.2723 2.2022 -0.4952
H -1.1509 -0.4014 1.9036
H -2.4278 0.6229 2.4101
H -2.1890 0.0539 0.6821
H -1.5197 3.2508 -0.6420
H -2.1100 1.5886 -0.8188
H -0.4618 1.9494 -1.1807
C 2.9985 -1.8572 -0.5676
S 1.3457 -1.6984 0.1655
S 0.2082 -1.0230 -1.4653
H 3.0433 -1.6089 -1.6180
H 3.6185 -1.2020 0.0320
H 3.2921 -2.8913 -0.4640
H -0.8737 -1.3122 -0.7441



Version two
16
Properties=species:S:1:pos:R:3 method="wB97M-V/def2-TZVPD" total_charge=0 e_lumo_ev=0.50 homo_lumo_gap_ev=8.8389
C 0.8780 -2.1005 0.6354
C -0.2075 -2.0214 -0.4136
S -1.5408 -3.2855 -0.0497
H 1.4159 -3.0382 0.7189
H 1.4944 -1.2012 0.5476
H 0.3085 -2.0417 1.5668
H 0.1640 -2.1442 -1.4276
H -0.6646 -1.0332 -0.4010
H -1.1638 -3.9968 -1.1271
C -0.5677 3.3328 0.6061
S 0.0417 1.6386 0.2614
S 0.7253 1.8382 -1.6429
H -0.9038 3.9277 -0.2332
H -1.2830 3.1619 1.4168
H 0.2624 3.8040 1.1350
H 1.0410 3.1596 -1.5930



Which structure loses on stability? version one does.



Version one
13
Properties=species:S:1:pos:R:3 method="wB97M-V/def2-TZVPD" total_charge=0 e_lumo_ev=1.20 homo_lumo_gap_ev=9.9740
C 1.1806 -0.4212 0.6260
C 0.4717 -0.6426 -0.6634
C 0.6499 0.7677 -0.1764
C -0.8897 0.9616 -0.1086
N -1.4949 0.0273 0.8032
C -1.0718 -0.4541 -0.5038
H 2.2639 -0.4760 0.6493
H 0.7677 -0.8918 1.5235
H 0.9185 -1.1171 -1.5284
H 1.2917 1.5087 -0.6450
H -1.4279 1.8659 -0.3838
H -0.8509 -0.2054 1.5517
H -1.8089 -0.9231 -1.1443



Version two
13
Properties=species:S:1:pos:R:3 method="wB97M-V/def2-TZVPD" total_charge=0 e_lumo_ev=1.05 homo_lumo_gap_ev=8.7540
C 1.1709 0.7679 -1.5190
N 0.3027 0.3413 -0.3719
C -1.2089 0.8991 0.7491
C -1.3529 -0.2659 1.3936
C -0.4974 -1.3371 1.0370
C 0.3725 -0.9287 0.0167
H 1.9854 1.4236 -1.1829
H 0.5980 1.3138 -2.2735
H 1.6657 -0.0726 -2.0558
H -1.2975 1.8348 1.3289
H -2.3416 -0.0235 1.8719
H -0.4830 -2.3284 1.4661
H 1.0862 -1.6245 -0.4604



Which structure loses on stability? version two does.



Version one
13
Properties=species:S:1:pos:R:3 method="wB97M-V/def2-TZVPD" total_charge=0 e_lumo_ev=0.75 homo_lumo_gap_ev=9.0013
C 2.3638 -1.0918 -0.4201
C 1.1885 -0.4612 -0.4549
C 0.0196 -0.1337 -0.8946
C -1.1184 0.7539 -0.4551
C -1.8320 0.4929 0.8307
N -0.9409 1.6334 0.7145
H 0.6520 -1.1952 -1.3872
H 2.4493 -2.0583 0.0625
H 3.2252 -0.6401 -0.8903
H -1.6953 1.2353 -1.2454
H -1.5160 -0.3734 1.4072
H -2.8871 0.7465 0.9232
H -0.0470 1.4337 1.1562



Version two
13
Properties=species:S:1:pos:R:3 method="wB97M-V/def2-TZVPD" total_charge=0 e_lumo_ev=0.65 homo_lumo_gap_ev=9.1831
C 0.4020 -1.2906 0.2424
C 1.3546 0.1555 -0.7313
C 0.5745 1.1583 -0.6309
C -0.6800 0.8925 0.3544
N -1.8801 0.4531 -0.1386
C -0.4682 -0.4398 0.9172
H 0.9406 -2.0052 0.8377
H 0.1763 -1.7312 -0.7005
H 2.2664 -0.1880 -1.1587
H 0.6370 2.1248 -1.1008
H -0.7941 1.7420 1.0272
H -1.8009 -0.2385 -0.8686
H -0.7281 -0.6330 1.9505



Which structure loses on stability? version one does.



Version one
11
Properties=species:S:1:pos:R:3 method="wB97M-V/def2-TZVPD" total_charge=0 e_lumo_ev="-0.70 / -0.93" homo_lumo_gap_ev="7.6120 / 7.0795"
N 0.4147 -0.3093 2.4817
C 0.3814 0.2620 1.4727
C 0.4268 0.9299 0.2661
O -0.3018 0.4536 -0.8298
N 1.1574 2.0201 -0.0013
S 2.1856 2.7205 0.9964
H -0.3869 -0.5784 -0.7892
H 1.2744 2.2914 -1.0608
C -1.7473 -2.6530 -0.8746
N -0.9543 -2.2882 -1.6079
H -2.4500 -2.8486 -0.0534



Version two
11
Properties=species:S:1:pos:R:3 method="wB97M-V/def2-TZVPD" total_charge=0 e_lumo_ev=-0.03 homo_lumo_gap_ev=10.3622
H 1.2467 0.5036 1.5674
N 1.1302 -0.5604 1.5492
C 0.2592 -0.9034 0.7200
C -0.1585 -2.2637 0.5063
N -0.6084 -3.3420 0.3478
N -0.6385 -0.0997 0.0387
S -0.5884 1.6015 0.2001
C 0.4024 1.8327 -1.2735
O 0.8599 0.9288 -1.9767
H -1.3883 -0.4233 -0.6202
H 0.4761 2.8866 -1.6021



Version three
11
Properties=species:S:1:pos:R:3 method="wB97M-V/def2-TZVPD" total_charge=0 e_lumo_ev=-0.33 homo_lumo_gap_ev=8.5806
O 1.7855 -1.6781 -0.0006
C 0.9328 -0.8258 -0.0026
N 1.1772 0.5313 -0.0053
C 0.1704 1.4524 -0.0046
N -1.0753 1.1777 0.0020
C -1.4632 -0.1560 -0.0090
S -3.0158 -0.6433 -0.0007
N -0.4288 -1.0901 -0.0023
H 2.1763 0.8108 0.0177
H 0.4590 2.4878 0.0032
H -0.7183 -2.0666 0.0021



Which structure loses on stability? version one does.



Version one
11
Properties=species:S:1:pos:R:3 method="wB97M-V/def2-TZVPD" total_charge=0 e_lumo_ev=-1.14 homo_lumo_gap_ev=7.7159
O 0.0165 -2.6322 0.4626
C -0.6552 -1.4526 0.4690
C 0.0444 -0.4117 0.0204
N 1.3676 -0.4710 -0.2353
N 1.6903 0.7411 -0.6126
C 0.5316 1.5163 -0.5177
S 0.4949 3.2254 -0.7909
N -0.4753 0.8312 -0.0424
H -0.6310 -3.2947 0.6395
H -1.6801 -1.4612 0.8587
H -0.7039 3.4092 -0.2515



Version two
11
Properties=species:S:1:pos:R:3 method="wB97M-V/def2-TZVPD" total_charge=0 e_lumo_ev=-0.49 homo_lumo_gap_ev=8.5265
H -2.5025 -0.5581 0.0485
N -2.0225 -1.4775 -0.0369
C -0.7778 -1.3691 -0.0128
N -0.0315 -0.1784 0.0857
O -0.6211 1.0394 0.0114
C 0.4550 1.8556 -0.0519
N 1.5942 1.3108 -0.0112
C 1.3431 -0.0682 0.0314
S 2.4952 -1.2513 -0.0095
H -0.1673 -2.2684 -0.0418
H 0.2352 2.9651 -0.0129



Which structure loses on stability? version two does.